Version A
7
Properties=species:S:1:pos:R:3 method="wB97M-V/def2-TZVPD" homo_ev=-9.70 homo_lumo_gap_ev=8.627 total_charge=0 multiplicity=1
N 1.0233 -0.4339 0.1679
N 0.7466 0.7267 0.0174
O -1.6592 0.9236 0.0213
F -2.1898 -0.0897 -0.7690
H 1.0291 -0.9602 1.0817
H 1.4799 -1.0021 -0.6599
H -0.4299 0.8358 0.1405

***

Version B
7
Properties=species:S:1:pos:R:3 method="wB97M-V/def2-TZVPD" homo_ev="-9.75 / -9.39" homo_lumo_gap_ev="9.269 / 9.183" total_charge=0 multiplicity=1
N -0.8328 0.5379 -0.3679
N 0.1877 0.3428 0.5190
O 0.4028 -0.7864 1.0993
F 1.1361 -1.9553 0.0602
H -1.0677 -0.4385 -0.6438
H -0.7827 1.3643 -0.9256
H 0.9566 0.9352 0.2589

***

Version C
7
Properties=species:S:1:pos:R:3 method="wB97M-V/def2-TZVPD" homo_ev=-10.99 smiles="[H]/N=[NH+]/[O-].F" homo_lumo_gap_ev=11.340 total_charge=0 multiplicity=1
N 0.9770 1.0101 -0.4850
N 0.8963 -0.1464 -0.1746
O -0.0894 -0.7922 -0.4554
F -3.0277 -0.5846 0.5660
H -2.0499 -0.5280 0.3624
H 1.6895 1.7245 -0.2645
H 1.6041 -0.6833 0.4511

***

Most stable = version C